1.
C26H55BBaF4NO12 as an isolated structure at a distorted geometry. Source: OMol25; level of theory: ωB97M-V with the def2-TZVPD basis set.

The geometry in XYZ format:
```
100
Properties=species:S:1:pos:R:3:forces:R:3
Ba 0.38828 2.07194 4.42719 0.926 -0.438 -1.136
B 0.83087 1.03613 1.52519 1.258 -0.890 -0.955
F 1.01095 0.28241 0.40468 -0.268 0.045 0.019
F 0.52067 0.17720 2.65464 -1.253 0.157 0.647
F 2.06211 1.55087 1.98853 -0.043 1.113 -0.074
F -0.10880 2.04692 1.33656 0.021 0.007 1.074
C -0.76041 -1.93084 -2.59622 0.762 -0.287 -0.190
C -1.81810 -2.44261 -3.34001 -0.595 0.898 -0.031
C -2.79176 -1.55621 -3.79180 -0.043 0.353 -1.031
C -2.64176 -0.18770 -3.60886 0.787 -0.876 0.774
C -1.57049 0.29662 -2.88301 -0.224 0.718 0.570
C -0.61280 -0.56448 -2.37049 -0.451 -0.139 -0.793
N -3.59872 0.73566 -4.19260 -0.809 0.199 -0.018
O -3.54140 1.91176 -3.89020 0.367 0.085 0.092
O -4.44320 0.27315 -4.93000 -0.009 -0.159 -0.168
H 0.03240 -2.59291 -2.26552 -0.074 -0.065 0.026
H -1.91123 -3.46504 -3.67311 0.213 -0.199 0.435
H -3.60136 -1.85005 -4.44801 -0.007 -0.316 0.203
H -1.54472 1.35104 -2.63443 0.221 0.032 -0.357
H 0.28108 -0.12946 -1.94939 -0.080 -0.256 0.474
C -1.96629 -1.06278 0.96717 0.407 -1.523 -1.578
O -3.22454 -0.91442 1.54689 0.322 -0.241 0.575
C -3.98630 -2.14743 1.44841 0.454 2.325 -0.266
C -5.21061 -1.89546 2.28654 -0.121 -0.175 1.016
O -5.83865 -0.67785 1.98267 0.044 0.006 -0.562
C -7.20870 -0.65471 2.33570 0.251 -0.896 -0.366
H -1.31882 -1.83937 1.40878 -0.032 0.420 0.893
H -1.41573 -0.14593 0.79541 -0.349 0.307 0.455
H -2.04014 -1.53406 -0.03146 -0.393 0.461 -0.184
H -3.36063 -2.94543 1.84748 -0.282 -0.424 -0.150
H -4.19097 -2.20915 0.37635 -0.226 -0.738 0.036
H -4.87907 -1.81312 3.33172 0.071 -0.269 0.075
H -5.90689 -2.74194 2.24870 0.001 -0.020 -0.249
H -7.72869 -1.41527 1.73603 -0.209 0.220 -0.044
H -7.58078 0.33618 2.10381 -0.062 0.073 0.196
H -7.36373 -0.95666 3.37796 0.031 0.415 0.128
C 2.53248 -2.14688 1.19875 -0.538 -0.015 0.178
O 3.22032 -3.37113 1.10801 -0.364 0.262 -0.185
C 3.09433 -3.94792 -0.18540 0.206 -0.899 0.841
C 3.79249 -5.30792 -0.07315 -0.813 0.233 -0.988
O 3.69049 -5.90001 -1.36725 0.887 0.114 0.606
C 4.12433 -7.24346 -1.35506 -0.162 -0.305 -0.931
H 2.88138 -1.59016 2.06909 0.375 0.045 -0.183
H 1.45560 -2.27045 1.37576 -0.042 -0.289 -0.184
H 2.62347 -1.55845 0.28447 0.251 0.155 0.071
H 3.51126 -3.26538 -0.92837 0.269 -0.215 -0.172
H 2.06446 -4.18497 -0.47434 -0.218 0.389 0.200
H 3.22629 -5.96981 0.59107 0.094 0.330 0.440
H 4.80854 -5.17731 0.30789 0.163 -0.204 -0.260
H 4.10412 -7.56520 -2.39842 -0.087 -0.077 0.088
H 3.44520 -7.88978 -0.79070 -0.003 0.079 0.168
H 5.15091 -7.40787 -1.01598 0.008 0.369 0.278
C 2.53751 2.17264 -1.67441 -1.188 0.082 0.285
O 3.15381 2.00373 -2.91360 0.499 -0.022 0.307
C 3.29319 0.68122 -3.34405 0.396 -0.792 0.121
C 4.09932 0.66893 -4.61994 -0.428 -0.309 -0.504
O 5.42067 1.09735 -4.42172 -0.228 0.007 -0.098
C 6.21104 1.06481 -5.61695 -0.290 0.754 0.891
H 2.60902 3.22313 -1.39436 0.129 0.017 -0.094
H 2.87602 1.56452 -0.82763 0.635 -0.160 -0.347
H 1.46442 1.93309 -1.74734 -0.023 0.081 -0.054
H 2.33313 0.16132 -3.47632 -0.249 0.411 -0.440
H 3.78600 0.00012 -2.62989 0.328 0.584 0.350
H 3.60361 1.31412 -5.35947 0.005 -0.044 0.013
H 4.08957 -0.36145 -5.00974 -0.067 0.054 -0.019
H 6.77485 1.99768 -5.56642 0.517 -0.349 -0.142
H 5.62968 1.13826 -6.53848 -0.233 -0.340 0.098
H 6.82704 0.16945 -5.57676 0.206 0.058 -0.378
C 2.70791 4.50309 3.29593 -0.016 0.156 -1.745
O 2.80412 3.37538 4.15876 -0.537 0.690 1.055
C 4.01327 2.67151 3.97941 0.945 -2.272 -1.033
C 4.00937 1.38191 4.82953 -0.279 2.707 0.437
O 2.77266 0.75240 4.56781 -0.054 -0.815 0.582
C 2.81342 -0.65397 4.85150 0.090 -0.421 -0.658
H 1.88346 5.19879 3.47067 -0.071 -0.357 0.944
H 2.50479 4.13331 2.28339 0.303 -0.047 -0.050
H 3.61933 5.09804 3.24964 0.108 -0.137 0.309
H 4.94450 3.21031 4.16643 -0.382 0.570 0.328
H 4.07624 2.30499 2.94834 -0.176 0.407 -0.140
H 4.06869 1.76100 5.86161 -0.148 -0.660 0.200
H 4.89752 0.78381 4.63955 -0.186 -0.238 -0.314
H 1.92351 -1.10498 4.41013 -0.186 0.115 0.381
H 2.94164 -0.86471 5.91393 -0.214 0.097 0.035
H 3.63256 -1.12978 4.30469 0.141 0.225 0.096
C -6.12579 3.76041 1.44844 -1.393 0.090 0.661
O -5.92389 2.36991 1.31511 0.307 0.266 -0.501
C -5.73812 1.94340 -0.02665 0.452 0.373 0.444
C -4.51754 2.59941 -0.68102 0.022 -0.188 -1.197
O -3.48155 2.85138 0.22781 0.319 -0.320 0.342
C -2.50776 3.73440 -0.28720 -0.794 0.151 -0.379
H -5.67482 4.08655 2.38523 0.303 0.067 -0.150
H -7.20643 3.93969 1.57300 0.055 0.001 -0.023
H -5.84862 4.41554 0.62201 0.573 -0.360 -0.121
H -6.60939 2.20492 -0.63787 -0.080 -0.205 -0.054
H -5.61831 0.86471 0.03800 -0.023 -0.002 -0.011
H -4.78898 3.49210 -1.26514 -0.109 0.392 0.577
H -4.15199 1.96531 -1.50233 -0.028 -0.335 0.228
H -2.98373 4.72123 -0.34329 0.447 0.249 0.090
H -2.19447 3.49348 -1.31053 -0.002 -0.268 0.048
H -1.63716 3.70726 0.35850 -0.027 0.141 0.129
```
Positions in Å, forces in eV/Å.

The value obtained for the HOMO energy is -10.867 eV. As for the total charge: +1. As for the energy above the lowest of the compared OMol25 structures with the same formula, charge and spin: 386.9 kJ/mol. As for the strongest force on any atom: 0.0536 Eh/bohr.

Atom charges from the Mulliken analysis, given in e for atoms 1 to 5: 1.866 -0.198 0.033 -0.455 0.054

---

2.
C5H10AlO2 as an isolated structure at a distorted geometry. Source: OMol25; level of theory: ωB97M-V with the def2-TZVPD basis set.

The geometry in XYZ format:
```
18
Properties=species:S:1:pos:R:3:forces:R:3
C 2.92300 0.77527 0.58065 1.111 0.262 0.506
O 1.61958 0.63147 0.04000 -0.480 0.688 -0.115
C 1.09006 -0.67744 0.15980 0.000 -1.313 -0.294
C -0.16759 -0.76005 -0.66741 -0.556 -0.474 -0.200
O -1.22637 -0.21235 0.10587 0.964 0.310 0.709
C -2.48517 -0.38333 -0.37963 -1.397 0.602 -0.734
C -3.54241 0.20788 0.17453 0.483 0.128 -0.464
H 2.93498 0.49452 1.64447 -0.032 0.063 -0.318
H 3.63101 0.14636 0.02174 -0.266 0.235 0.126
H 0.92436 -0.91256 1.22348 -0.225 0.066 -0.359
H 1.81764 -1.41314 -0.21727 -0.040 0.402 -0.020
H -0.34950 -1.80367 -0.95859 -0.150 0.111 0.347
H -0.14164 -0.20250 -1.61625 0.589 -0.075 0.078
H -2.54467 -0.90222 -1.34170 -0.018 -0.202 0.471
H -3.43259 0.91147 1.00024 -0.106 -0.439 -0.005
H -4.51531 0.10491 -0.30257 0.282 -0.065 0.239
H 3.20189 1.83153 0.48055 0.023 -0.299 0.014
Al 0.26274 2.16385 0.05209 -0.184 0.002 0.017
```
Positions in Å, forces in eV/Å.

The value obtained for the HOMO energy is -12.658 eV. As for the total charge: +1. As for the energy above the lowest of the compared OMol25 structures with the same formula, charge and spin: 7.6 kJ/mol. As for the strongest force on any atom: 0.0328 Eh/bohr.

Atom charges from the Mulliken analysis, given in e for atoms 1 to 5: -0.689 -0.171 -0.327 -0.874 -0.308

---

3.
A 10-piece molecular cluster, C22H64N2O10 overall at a distorted geometry. Source: OMol25; level of theory: ωB97M-V with the def2-TZVPD basis set.

The geometry in XYZ format:
```
98
Properties=species:S:1:pos:R:3:forces:R:3
N -3.38126 4.18562 2.31892 -2.493 3.778 0.411
C -2.63926 3.36462 1.64492 2.555 -6.111 1.987
N -2.13526 3.85462 0.51492 2.112 -0.337 -3.034
O -2.37526 2.13762 2.19492 -1.045 5.465 -3.090
H -3.58226 3.89162 3.23292 -0.544 -0.206 1.134
H -3.76726 5.11362 1.97192 0.954 -2.064 0.673
H -1.54626 3.21462 -0.13208 -1.440 1.547 1.481
H -2.12126 4.88562 0.30792 -0.095 -1.904 0.497
C -3.98026 -1.22738 -0.79108 0.948 -2.692 -1.513
C -4.16226 0.03362 -1.50008 -3.399 2.315 10.135
C -3.52626 1.20962 -0.77308 0.104 -0.934 -0.319
O -3.79726 -0.02038 -2.65708 3.527 -0.228 -12.241
H -4.45126 -1.20138 0.11992 -0.466 0.288 2.559
H -2.94326 -1.61538 -0.76308 -0.468 0.287 0.301
H -4.59526 -1.99138 -1.29808 0.489 0.037 -0.257
H -5.21326 0.13562 -1.47008 -1.996 0.652 0.459
H -3.75626 2.16662 -1.20508 -0.051 0.453 -0.666
H -2.45526 0.99862 -0.83808 -0.003 0.453 0.576
H -3.93226 1.24162 0.20192 0.223 0.057 1.413
H -4.12126 0.72462 -3.18308 0.276 -0.375 -0.041
C 3.48174 1.09862 -0.50808 -0.586 -0.479 -1.710
C 3.04374 2.58862 -0.67808 -1.008 -4.143 -6.240
C 1.64674 2.79062 -1.17308 -0.932 -2.235 -0.510
O 3.08474 3.27062 0.37292 1.985 3.480 9.348
H 3.89874 0.70062 -1.51008 -0.790 0.701 1.660
H 2.64274 0.44262 -0.17508 0.548 0.473 -0.496
H 4.24674 0.94862 0.23492 0.526 0.293 0.203
H 3.69074 3.05562 -1.36008 1.381 0.172 -1.852
H 1.41074 2.22962 -2.04508 -0.037 -0.816 -0.768
H 1.41474 3.77062 -1.49908 0.009 1.425 0.238
H 0.95374 2.43762 -0.39108 0.125 0.380 -0.217
H 2.55274 4.04762 0.33792 -0.509 0.738 0.078
C 4.50374 -1.24338 -4.26208 0.247 1.502 -0.286
C 3.48974 -1.57738 -3.18908 1.974 6.553 0.157
C 2.29974 -0.58338 -3.32108 0.863 0.567 1.271
O 2.96974 -2.71738 -3.32208 -3.331 -8.052 -0.734
H 4.90074 -0.21938 -3.99408 -0.200 -0.955 -0.747
H 3.98374 -1.24638 -5.24008 0.315 0.275 0.384
H 5.33274 -1.93238 -4.35308 0.238 -0.275 0.283
H 3.95674 -1.43438 -2.21108 0.093 0.216 0.315
H 1.66674 -0.76838 -2.44408 0.006 0.356 -0.144
H 1.69774 -0.75338 -4.18908 -0.112 -0.423 -0.728
H 2.64674 0.46362 -3.35308 -0.228 -0.346 0.180
H 3.38874 -3.47438 -2.88808 0.079 0.569 -0.137
C 1.15174 -5.47038 0.86092 -0.946 -0.899 -0.548
C 0.94274 -3.97938 0.77092 6.223 -1.460 -2.505
C 1.27774 -3.55138 -0.65808 2.931 -1.486 -0.315
O -0.21626 -3.53338 0.98492 -8.103 1.230 2.383
H 0.68674 -5.88038 1.73392 -0.603 -0.193 0.634
H 2.19974 -5.61338 1.05592 0.575 -0.363 -0.505
H 0.76374 -6.07338 -0.02808 0.672 0.924 1.011
H 1.64074 -3.52738 1.50592 0.454 -0.070 -0.415
H 1.43274 -2.50938 -0.76308 -0.356 1.217 -0.098
H 0.69574 -3.98338 -1.46908 -0.726 0.096 0.396
H 2.27774 -3.96538 -0.86908 0.140 0.106 -0.097
H -0.18326 -2.58738 0.92992 -0.160 0.836 0.221
C -0.92626 -1.33038 4.22592 -0.443 -0.471 0.392
C -2.35926 -0.85738 3.91892 5.741 5.268 -5.797
C -2.62526 -0.98538 2.37992 1.632 0.183 -0.184
O -3.28826 -1.40738 4.54492 -5.597 -4.834 5.411
H -0.56626 -1.03738 5.23692 -0.146 0.097 -0.787
H -0.21926 -1.11438 3.41092 -0.309 0.552 0.447
H -0.93926 -2.40938 4.21292 -0.132 -0.668 0.174
H -2.42926 0.24862 4.11992 0.740 -0.301 -0.336
H -2.36626 -1.97738 1.96992 -0.469 0.084 0.374
H -1.97126 -0.28938 1.87392 0.385 0.252 -0.148
H -3.59126 -0.63538 2.03692 -0.568 -0.268 0.445
H -4.07826 -0.93138 4.33092 -0.896 -0.028 0.129
C 0.72574 2.17162 2.98292 -0.049 0.213 0.241
C 2.16374 1.67062 3.19492 -1.860 3.589 6.566
C 2.24174 0.65962 4.40192 -0.195 0.777 -0.063
O 2.76174 1.08662 2.24992 2.652 -4.331 -6.872
H 0.55274 3.04762 3.62992 -0.151 -0.517 -0.012
H 0.01674 1.38862 3.18692 -0.476 -0.290 0.499
H 0.41674 2.48662 1.98892 0.641 0.171 -0.450
H 2.82374 2.57062 3.32392 -0.846 0.024 1.410
H 1.67474 -0.24838 4.21592 -0.778 0.281 -0.189
H 1.98074 1.08162 5.37892 -0.132 -0.068 -0.274
H 3.21874 0.21762 4.46292 0.938 0.429 0.069
H 3.05974 1.75462 1.62692 0.032 -0.027 -0.383
C -1.03226 -1.53138 -3.11808 -1.929 1.133 -0.243
O -2.32426 -2.03838 -3.37308 0.222 -1.538 -0.486
H -0.85826 -0.76838 -3.86708 0.623 0.403 -0.139
H -0.24026 -2.22638 -3.12708 0.587 -1.233 -0.088
H -1.13826 -1.08838 -2.14908 0.834 0.523 0.611
H -2.93926 -1.40638 -2.98508 0.052 -0.121 -0.470
C -0.01426 -0.21938 0.05792 -0.445 1.319 1.021
O 0.86974 -0.78438 0.98892 -0.144 -0.147 0.162
H -0.79026 -0.90438 -0.20008 -0.559 -0.476 -0.030
H 0.48874 0.09662 -0.81008 0.862 0.042 -1.466
H -0.44726 0.72462 0.44392 -0.300 -0.528 0.125
H 1.24374 -0.02938 1.45492 0.644 -0.176 0.426
C -0.88526 1.81162 -2.92408 -0.692 -1.152 -0.202
O -1.06626 2.88362 -2.03108 2.189 -1.522 1.762
H -1.87426 1.51862 -3.29608 0.215 -0.552 0.237
H -0.34326 0.94462 -2.50208 -0.569 0.769 0.116
H -0.36026 2.11962 -3.79008 0.946 0.451 -0.951
H -1.65826 3.41362 -2.47008 -2.196 2.295 -1.223
```
Positions in Å, forces in eV/Å.

The value obtained for the HOMO energy is -8.792 eV. As for the energy above the lowest of the compared OMol25 structures with the same formula, charge and spin: 765.1 kJ/mol. As for the SMILES: NC(N)=O.CC(C)O.CC(C)O.CC(C)O.CC(C)O.CC(C)O.CC(C)O.CO.CO.CO. As for the strongest force on any atom: 0.2478 Eh/bohr.

Atom charges from the Mulliken analysis, given in e for atoms 1 to 5: -0.465 0.420 -0.178 -0.392 0.267